(1)
{
  "formula": "C53H40CrF3N3O3P3S3",
  "method": "wB97M-V/def2-TZVPD",
  "multiplicity": 4,
  "mol_weight_da": 1065.0,
  "s2": 3.8200,
  "homo_ev": [-7.11, -7.27],
  "largest_force_ev_per_a": 2.6,
  "lumo_ev": [-0.14, 0.07],
  "de_lowest_kj_mol": 0.00,
  "elements": ["Cr", "S", "C", "C", "N", "C", "S", "C", "N", "F", "C", "F", "F", "C", "C", "C", "C", "N", "C", "S", "H", "H", "H", "O", "P", "C", "P", "O", "C", "C", "C", "C", "C", "C", "C", "C", "C", "C", "C", "C", "C", "C", "C", "C", "C", "C", "C", "C", "C", "C", "C", "C", "H", "H", "H", "H", "H", "H", "H", "H", "H", "H", "H", "H", "H", "H", "H", "H", "H", "H", "H", "H", "H", "H", "O", "P", "C", "C", "C", "C", "C", "C", "C", "C", "C", "C", "C", "C", "C", "C", "C", "C", "C", "C", "H", "H", "H", "H", "H", "H", "H", "H", "H", "H", "H", "H", "H", "H", "H"],
  "xyz": [[-0.04, 0.51, 0.89], [2.05, 0.02, 1.85], [1.55, -0.86, 3.27], [2.55, -1.67, 3.83], [3.42, -2.34, 4.18], [0.29, -0.78, 3.79], [-0.95, 0.19, 3.05], [-0.07, -1.51, 4.93], [-0.38, -2.12, 5.86], [-0.25, 5.46, -2.13], [0.95, 4.97, -1.75], [1.78, 6.03, -1.77], [1.36, 4.17, -2.74], [0.89, 4.32, -0.40], [1.32, 5.01, 0.71], [1.18, 4.42, 1.96], [0.70, 3.13, 2.03], [0.32, 2.42, 0.96], [0.34, 3.02, -0.26], [-0.38, 2.17, -1.52], [1.72, 6.01, 0.60], [1.46, 4.94, 2.86], [0.59, 2.63, 2.98], [-0.37, -1.59, 0.62], [0.26, -2.82, 0.08], [2.03, -2.59, -0.31], [2.18, -1.10, -1.41], [1.37, 0.04, -0.93], [3.96, -0.79, -1.48], [4.70, -0.87, -0.31], [6.06, -0.62, -0.33], [6.69, -0.28, -1.52], [5.95, -0.16, -2.68], [4.58, -0.41, -2.67], [1.62, -1.67, -3.03], [0.47, -1.11, -3.56], [0.00, -1.56, -4.78], [0.68, -2.56, -5.46], [1.83, -3.11, -4.92], [2.31, -2.67, -3.71], [0.13, -4.15, 1.31], [-1.03, -4.92, 1.32], [-1.23, -5.85, 2.32], [-0.28, -6.00, 3.32], [0.88, -5.24, 3.31], [1.09, -4.31, 2.30], [-0.60, -3.37, -1.42], [-1.80, -2.73, -1.71], [-2.55, -3.14, -2.80], [-2.10, -4.18, -3.59], [-0.90, -4.82, -3.30], [-0.15, -4.42, -2.20], [2.46, -3.48, -0.78], [2.55, -2.39, 0.63], [4.21, -1.11, 0.62], [6.63, -0.69, 0.59], [7.75, -0.09, -1.53], [6.43, 0.13, -3.60], [4.00, -0.31, -3.57], [-0.03, -0.32, -3.02], [-0.90, -1.13, -5.21], [0.32, -2.90, -6.42], [2.36, -3.89, -5.46], [3.21, -3.08, -3.28], [-1.78, -4.76, 0.56], [-2.12, -6.46, 2.33], [-0.43, -6.72, 4.11], [1.62, -5.35, 4.09], [1.99, -3.72, 2.31], [-2.12, -1.92, -1.07], [-3.48, -2.64, -3.02], [-2.69, -4.51, -4.43], [-0.56, -5.63, -3.92], [0.77, -4.92, -1.96], [-2.13, 0.52, 0.31], [-3.14, 1.60, 0.13], [-4.65, 1.13, 1.01], [-5.68, 2.05, 1.22], [-6.83, 1.65, 1.87], [-6.95, 0.34, 2.32], [-5.92, -0.57, 2.13], [-4.78, -0.18, 1.47], [-2.71, 3.23, 0.80], [-2.76, 3.38, 2.18], [-2.44, 4.60, 2.74], [-2.06, 5.66, 1.93], [-2.04, 5.51, 0.56], [-2.36, 4.29, -0.02], [-3.65, 1.80, -1.59], [-3.32, 0.80, -2.49], [-3.71, 0.91, -3.81], [-4.44, 2.01, -4.23], [-4.80, 3.00, -3.32], [-4.41, 2.89, -2.00], [-5.57, 3.07, 0.88], [-7.63, 2.35, 2.04], [-7.86, 0.03, 2.83], [-6.02, -1.58, 2.50], [-3.96, -0.87, 1.31], [-3.07, 2.54, 2.80], [-2.47, 4.72, 3.82], [-1.80, 6.61, 2.37], [-1.76, 6.34, -0.08], [-2.33, 4.16, -1.09], [-2.73, -0.04, -2.14], [-3.44, 0.14, -4.52], [-4.73, 2.11, -5.26], [-5.37, 3.86, -3.64], [-4.67, 3.66, -1.28]]
}

(2)
{
  "formula": "C53H42BrO18PS",
  "method": "wB97M-V/def2-TZVPD",
  "smiles": "C[C@@H](Br)C[C@H](OC=O)[PH2]=S.O=C1C=CC(=O)C=C1.O=C1C=CC(=O)C=C1.O=C1C=CC(=O)C=C1.O=C1C=CC(=O)C=C1.O=C1C=CC(=O)C=C1.O=C1C=CC(=O)C=C1.O=C1C=CC(=O)C=C1.O=C1C=CC(=O)C=C1",
  "mol_weight_da": 1109.8,
  "homo_ev": -9.23,
  "largest_force_ev_per_a": 1.0,
  "lumo_ev": -1.80,
  "elements": ["C", "C", "Br", "C", "C", "O", "C", "O", "P", "S", "H", "H", "H", "H", "H", "H", "H", "H", "H", "H", "O", "C", "C", "C", "C", "O", "C", "C", "H", "H", "H", "H", "O", "C", "C", "C", "C", "O", "C", "C", "H", "H", "H", "H", "O", "C", "C", "C", "C", "O", "C", "C", "H", "H", "H", "H", "O", "C", "C", "C", "C", "O", "C", "C", "H", "H", "H", "H", "O", "C", "C", "C", "C", "O", "C", "C", "H", "H", "H", "H", "O", "C", "C", "C", "C", "O", "C", "C", "H", "H", "H", "H", "O", "C", "C", "C", "C", "O", "C", "C", "H", "H", "H", "H", "O", "C", "C", "C", "C", "O", "C", "C", "H", "H", "H", "H"],
  "xyz": [[-3.43, -3.38, -6.80], [-4.43, -2.51, -7.56], [-5.23, -3.52, -9.03], [-5.48, -1.81, -6.71], [-6.67, -2.60, -6.18], [-6.23, -3.89, -5.71], [-7.06, -4.95, -5.72], [-6.72, -6.03, -6.06], [-8.14, -2.63, -7.32], [-8.63, -0.92, -8.08], [-3.92, -4.16, -6.22], [-2.82, -2.74, -6.16], [-2.76, -3.87, -7.51], [-3.87, -1.72, -8.06], [-5.89, -0.96, -7.25], [-4.95, -1.41, -5.83], [-7.07, -2.04, -5.31], [-8.04, -4.76, -5.24], [-9.14, -3.15, -6.49], [-7.92, -3.69, -8.21], [-5.84, 0.90, -5.35], [-6.56, 1.88, -5.24], [-6.04, 3.16, -4.69], [-6.82, 4.22, -4.57], [-8.25, 4.18, -4.99], [-8.96, 5.15, -4.88], [-8.76, 2.90, -5.54], [-7.98, 1.83, -5.66], [-5.00, 3.16, -4.40], [-6.48, 5.17, -4.18], [-9.80, 2.89, -5.83], [-8.34, 0.89, -6.05], [-1.33, -4.45, -4.79], [-0.70, -4.12, -3.81], [-1.13, -4.54, -2.44], [-0.44, -4.17, -1.37], [0.78, -3.33, -1.49], [1.41, -3.00, -0.50], [1.21, -2.92, -2.85], [0.52, -3.29, -3.92], [-2.02, -5.15, -2.39], [-0.72, -4.47, -0.36], [2.11, -2.32, -2.91], [0.81, -3.01, -4.92], [3.98, -1.51, -1.89], [4.61, -1.18, -0.90], [4.18, -1.58, 0.46], [4.87, -1.21, 1.54], [6.09, -0.37, 1.42], [6.72, -0.02, 2.39], [6.52, 0.03, 0.05], [5.83, -0.35, -1.02], [3.28, -2.19, 0.52], [4.58, -1.49, 2.54], [7.41, 0.64, -0.01], [6.12, -0.07, -2.03], [4.42, -5.69, 4.08], [3.42, -5.88, 3.41], [2.33, -6.76, 3.88], [1.24, -6.96, 3.15], [1.08, -6.31, 1.82], [0.08, -6.49, 1.15], [2.17, -5.43, 1.34], [3.26, -5.23, 2.08], [2.47, -7.22, 4.85], [0.42, -7.59, 3.47], [2.04, -4.97, 0.38], [4.08, -4.60, 1.76], [3.58, -0.18, 4.17], [3.86, 0.46, 5.16], [4.93, 1.49, 5.12], [5.25, 2.20, 6.20], [4.54, 1.98, 7.49], [4.82, 2.63, 8.48], [3.48, 0.95, 7.53], [3.16, 0.24, 6.45], [5.43, 1.61, 4.17], [6.03, 2.95, 6.20], [2.98, 0.81, 8.48], [2.39, -0.52, 6.45], [7.42, 4.69, 6.52], [7.17, 5.73, 5.93], [8.13, 6.31, 4.97], [7.86, 7.45, 4.33], [6.58, 8.17, 4.55], [6.33, 9.20, 3.96], [5.62, 7.58, 5.51], [5.89, 6.45, 6.16], [9.06, 5.77, 4.83], [8.54, 7.90, 3.62], [4.69, 8.13, 5.66], [5.21, 5.99, 6.87], [-15.51, -0.43, -4.22], [-14.33, -0.17, -4.20], [-13.75, 0.73, -3.17], [-12.46, 1.02, -3.14], [-11.53, 0.44, -4.15], [-10.34, 0.69, -4.13], [-12.10, -0.46, -5.18], [-13.40, -0.74, -5.21], [-14.46, 1.13, -2.45], [-12.01, 1.67, -2.41], [-11.40, -0.85, -5.91], [-13.84, -1.39, -5.95], [12.73, 2.02, 8.49], [12.15, 3.07, 8.62], [12.85, 4.26, 9.18], [12.22, 5.43, 9.32], [10.80, 5.58, 8.93], [10.23, 6.65, 9.05], [10.10, 4.39, 8.38], [10.73, 3.23, 8.24], [13.89, 4.12, 9.45], [12.71, 6.31, 9.72], [9.06, 4.53, 8.11], [10.24, 2.35, 7.84]]
}

(3)
{
  "formula": "C53H42LaN12O9S2",
  "method": "wB97M-V/def2-TZVPD",
  "charge": -1,
  "mol_weight_da": 1194.0,
  "homo_ev": -5.13,
  "largest_force_ev_per_a": 3.8,
  "lumo_ev": 1.61,
  "de_lowest_kj_mol": 248.28,
  "elements": ["La", "O", "C", "O", "C", "C", "C", "N", "C", "C", "C", "C", "C", "C", "C", "N", "C", "C", "C", "C", "C", "N", "H", "H", "H", "H", "H", "H", "H", "H", "H", "H", "C", "C", "O", "C", "C", "C", "N", "N", "C", "O", "C", "C", "C", "C", "C", "C", "H", "H", "H", "H", "H", "H", "H", "H", "H", "H", "H", "H", "O", "S", "O", "N", "C", "C", "C", "C", "C", "C", "C", "C", "N", "C", "C", "C", "C", "C", "C", "C", "H", "H", "H", "H", "H", "H", "H", "H", "H", "H", "H", "N", "C", "C", "C", "C", "C", "C", "S", "O", "O", "N", "C", "N", "C", "C", "C", "N", "H", "H", "H", "H", "H", "H", "H", "H", "H", "O", "N"],
  "xyz": [[-0.21, -0.52, 0.34], [-1.89, 5.29, -4.27], [-1.56, 4.24, -4.91], [-1.60, 3.87, -6.07], [-1.03, 3.15, -3.88], [-0.13, 3.42, -2.86], [0.18, 2.45, -1.92], [-0.26, 1.23, -1.98], [-1.11, 0.89, -2.99], [-1.50, 1.82, -3.95], [-1.50, -0.52, -3.16], [-2.02, -0.92, -4.37], [-2.22, -2.26, -4.51], [-2.00, -3.15, -3.46], [-1.64, -2.64, -2.20], [-1.40, -1.33, -2.07], [1.04, 2.77, -0.70], [1.97, 3.77, -0.88], [2.78, 4.15, 0.20], [2.76, 3.28, 1.34], [1.86, 2.24, 1.39], [1.04, 1.98, 0.35], [0.27, 4.39, -2.59], [-2.24, 1.68, -4.72], [-2.16, -0.30, -5.22], [-2.68, -2.66, -5.46], [-2.31, -4.18, -3.54], [-1.41, -3.23, -1.34], [1.99, 4.24, -1.90], [3.48, 4.97, 0.19], [3.42, 3.44, 2.12], [1.95, 1.48, 2.16], [-1.31, -1.20, 4.41], [-0.14, -0.90, 3.53], [-0.25, 0.10, 2.68], [0.99, -1.62, 3.56], [2.11, -1.72, 2.59], [3.32, -2.62, 3.00], [2.01, -1.29, 1.41], [3.03, -1.64, 0.55], [2.76, -1.35, -0.67], [1.68, -0.70, -1.06], [3.70, -1.76, -1.78], [3.31, -1.47, -3.09], [4.07, -1.91, -4.15], [5.25, -2.61, -3.91], [5.65, -2.83, -2.58], [4.88, -2.39, -1.56], [-1.62, -0.26, 4.83], [-1.21, -1.89, 5.23], [-2.07, -1.51, 3.72], [0.90, -2.45, 4.23], [3.49, -3.28, 2.18], [3.16, -3.23, 3.92], [4.27, -2.00, 3.23], [2.35, -1.02, -3.14], [3.67, -1.71, -5.17], [5.86, -2.93, -4.74], [6.52, -3.42, -2.28], [5.23, -2.55, -0.54], [-0.75, 6.07, 4.55], [-1.03, 4.67, 4.63], [-1.84, 4.07, 5.66], [-1.76, 4.25, 3.17], [-1.47, 4.74, 1.86], [-0.78, 5.84, 1.46], [-0.80, 6.34, 0.14], [-1.61, 5.82, -0.82], [-2.31, 4.56, -0.49], [-2.95, 3.80, -1.50], [-3.39, 2.52, -1.21], [-3.10, 2.05, 0.11], [-2.55, 2.74, 1.05], [-2.17, 4.02, 0.81], [0.50, 3.85, 4.66], [1.62, 4.67, 4.83], [2.91, 4.14, 4.87], [3.06, 2.75, 4.76], [1.90, 1.92, 4.59], [0.62, 2.46, 4.57], [-0.16, 6.28, 2.22], [-0.19, 7.20, -0.09], [-1.82, 6.29, -1.72], [-3.06, 4.26, -2.52], [-3.89, 1.99, -2.00], [-3.29, 0.97, 0.38], [1.49, 5.73, 4.94], [3.84, 4.70, 4.97], [4.03, 2.31, 4.74], [2.03, 0.87, 4.53], [-0.23, 1.78, 4.35], [-0.68, -6.74, -4.49], [-0.59, -6.30, -3.16], [0.42, -5.38, -2.86], [0.53, -4.83, -1.60], [-0.25, -5.25, -0.54], [-1.21, -6.23, -0.82], [-1.39, -6.78, -2.11], [0.08, -4.48, 1.04], [-0.35, -5.32, 2.11], [1.49, -4.21, 1.02], [-0.66, -3.03, 0.97], [-2.01, -3.05, 0.98], [-2.49, -1.78, 1.04], [-3.77, -1.66, 1.09], [-4.66, -2.76, 1.08], [-4.07, -4.01, 1.01], [-2.74, -4.15, 0.90], [0.19, -6.76, -4.93], [-1.19, -7.59, -4.66], [0.99, -5.01, -3.71], [1.36, -4.10, -1.47], [-1.80, -6.60, 0.02], [-2.17, -7.52, -2.38], [-4.20, -0.68, 1.28], [-5.72, -2.64, 1.12], [-4.56, -4.98, 1.02], [-3.65, 3.24, 3.87], [-3.24, 4.11, 3.19]]
}

(4)
{
  "formula": "C53H43As2Cl3I2IrNO2Si2",
  "method": "wB97M-V/def2-TZVPD",
  "multiplicity": 2,
  "charge": 1,
  "mol_weight_da": 1484.3,
  "s2": 0.7923,
  "homo_ev": [-10.33, -10.05],
  "largest_force_ev_per_a": 5.7,
  "lumo_ev": [-5.69, -5.80],
  "de_lowest_kj_mol": 772.78,
  "elements": ["Ir", "I", "C", "C", "C", "I", "C", "C", "C", "C", "N", "C", "C", "O", "H", "H", "H", "H", "C", "C", "As", "C", "C", "C", "C", "C", "C", "C", "C", "C", "C", "C", "C", "As", "C", "C", "C", "C", "C", "C", "C", "C", "C", "C", "C", "C", "H", "H", "H", "H", "H", "H", "H", "H", "H", "H", "H", "H", "H", "H", "H", "H", "H", "H", "H", "H", "H", "H", "H", "H", "Cl", "Si", "Cl", "Cl", "O", "Si", "C", "C", "C", "C", "C", "C", "C", "C", "C", "C", "C", "C", "C", "C", "C", "C", "C", "C", "H", "H", "H", "H", "H", "H", "H", "H", "H", "H", "H", "H", "H", "H", "H"],
  "xyz": [[0.19, 0.08, 0.03], [-4.14, 2.67, -1.58], [-2.40, 3.60, -0.88], [-2.30, 4.97, -0.78], [-1.15, 5.56, -0.30], [-1.08, 7.67, -0.23], [-0.05, 4.78, 0.13], [1.14, 5.28, 0.67], [2.13, 4.41, 1.06], [1.94, 3.04, 0.87], [0.84, 2.54, 0.36], [-0.15, 3.36, 0.01], [-1.35, 2.73, -0.51], [-1.44, 1.47, -0.63], [-3.13, 5.59, -1.09], [1.27, 6.35, 0.79], [3.05, 4.77, 1.49], [2.71, 2.34, 1.16], [2.13, -2.82, 0.53], [3.18, -1.72, 0.52], [3.77, -0.97, -1.26], [2.62, 0.61, -1.63], [1.38, 0.43, -2.27], [0.67, 1.52, -2.78], [1.17, 2.80, -2.64], [2.42, 2.98, -2.06], [3.14, 1.90, -1.57], [5.37, -0.05, -0.60], [6.38, 0.20, -1.54], [7.55, 0.84, -1.17], [7.74, 1.21, 0.15], [6.75, 0.95, 1.09], [5.58, 0.32, 0.72], [0.71, -2.51, -0.79], [1.61, -3.11, -2.45], [0.93, -2.86, -3.65], [1.48, -3.24, -4.86], [2.70, -3.89, -4.90], [3.36, -4.18, -3.71], [2.82, -3.79, -2.50], [-0.43, -4.10, -0.67], [-1.77, -3.99, -0.99], [-2.59, -5.10, -0.99], [-2.06, -6.35, -0.71], [-0.71, -6.47, -0.43], [0.11, -5.36, -0.40], [1.64, -2.85, 1.51], [2.58, -3.80, 0.36], [4.10, -2.09, 0.98], [2.82, -0.87, 1.11], [1.09, -0.56, -2.59], [-0.25, 1.35, -3.31], [0.62, 3.64, -3.02], [2.83, 3.98, -1.99], [4.12, 2.07, -1.13], [6.22, -0.13, -2.56], [8.31, 1.03, -1.90], [8.65, 1.71, 0.45], [6.89, 1.23, 2.12], [4.83, 0.13, 1.48], [-0.04, -2.36, -3.62], [0.95, -3.03, -5.78], [3.14, -4.17, -5.84], [4.29, -4.72, -3.73], [3.36, -4.03, -1.59], [-2.18, -3.01, -1.21], [-3.64, -5.00, -1.22], [-2.69, -7.22, -0.73], [-0.29, -7.45, -0.23], [1.17, -5.47, -0.19], [2.52, 0.68, 3.09], [0.56, 0.25, 2.45], [-0.50, 1.85, 3.26], [0.14, -1.31, 3.72], [-1.44, -1.46, 0.78], [-2.80, -1.76, 1.48], [-4.35, -1.33, 0.41], [-4.14, -1.06, -0.92], [-5.23, -0.84, -1.76], [-6.51, -0.87, -1.24], [-6.71, -1.11, 0.11], [-5.63, -1.34, 0.94], [-3.23, -0.58, 2.94], [-3.17, -1.06, 4.24], [-3.38, -0.20, 5.30], [-3.68, 1.13, 5.06], [-3.76, 1.61, 3.76], [-3.54, 0.75, 2.70], [-2.87, -3.58, 1.99], [-4.04, -4.32, 1.94], [-4.05, -5.66, 2.29], [-2.88, -6.28, 2.69], [-1.70, -5.56, 2.74], [-1.70, -4.22, 2.40], [-3.13, -1.00, -1.31], [-5.06, -0.63, -2.80], [-7.36, -0.67, -1.88], [-7.71, -1.12, 0.52], [-5.78, -1.51, 1.99], [-2.94, -2.10, 4.42], [-3.31, -0.57, 6.31], [-3.86, 1.81, 5.89], [-4.00, 2.64, 3.57], [-3.61, 1.11, 1.68], [-4.96, -3.85, 1.61], [-4.98, -6.22, 2.24], [-2.88, -7.33, 2.94], [-0.79, -6.04, 3.05], [-0.78, -3.65, 2.44]]
}